(1)
2 unconnected molecules or ions with the total composition C4H11NS in a non-equilibrium geometry. Source: the OMol25 dataset; level of theory: the ωB97M-V functional and the def2-TZVPD basis.

```
17
C4H11NS the ωB97M-V functional and the def2-TZVPD basis
C 2.173 4.891 -0.251
S 2.533 3.383 0.639
C 2.583 2.238 -0.799
H 1.199 4.883 -0.745
H 2.937 5.313 -0.908
H 2.064 5.586 0.607
H 1.919 1.380 -0.717
H 2.316 2.754 -1.728
H 3.597 1.849 -0.917
C -3.084 -5.071 0.858
C -2.175 -4.075 0.836
N -2.497 -2.858 0.202
H -4.144 -4.870 0.711
H -2.795 -6.081 1.121
H -1.387 -4.057 1.573
H -3.441 -2.610 0.002
H -1.797 -2.656 -0.484
```

Results
SMILES string: C=CN.CSC
Lowest unoccupied orbital energy, Ha: 0.0348
Total charge: 0
Energy relative to the best compared isomer or geometry (same formula, charge and spin), kcal per mole: 44.4
Orbital gap, eV: 9.263
M, g mol⁻¹: 105.21

These are the Mulliken partial charges, in e, on atoms 1 to 8:
1 C -0.856
2 S -0.066
3 C -0.774
4 H 0.314
5 H 0.314
6 H 0.258
7 H 0.288
8 H 0.255

(2)
A molecular structure, C36H39CsN4O2SSe2. Source: the OMol25 dataset; level of theory: the ωB97M-V functional and the def2-TZVPD basis.

```
85
C36H39CsN4O2SSe2 the ωB97M-V functional and the def2-TZVPD basis
Cs 0.100 1.841 0.509
C -4.266 -3.099 1.067
Se -3.361 -1.529 0.361
C -1.812 -2.468 -0.351
C -0.862 -3.060 0.673
Se 0.420 -1.814 1.458
C -0.656 -1.036 2.883
H -4.396 -3.835 0.275
H -5.246 -2.771 1.408
H -3.726 -3.536 1.903
H -1.276 -1.754 -0.974
H -2.207 -3.255 -1.000
H -0.224 -3.796 0.177
H -1.375 -3.587 1.478
H -0.939 -1.798 3.605
H -1.543 -0.570 2.464
H -0.016 -0.296 3.363
C -3.666 2.061 3.972
C -3.365 3.361 4.338
C -2.902 4.241 3.377
C -2.751 3.796 2.063
N -3.030 2.538 1.715
C -3.479 1.702 2.646
C -2.249 4.680 0.975
C -1.832 5.990 1.218
C -1.322 6.775 0.195
C -1.212 6.261 -1.093
C -1.629 4.961 -1.349
C -2.160 4.188 -0.327
H -4.032 1.338 4.687
H -3.488 3.691 5.362
H -2.664 5.257 3.653
H -3.687 0.692 2.310
H -1.893 6.413 2.212
H -1.002 7.787 0.407
H -0.801 6.865 -1.891
H -1.535 4.546 -2.344
N -1.946 0.986 -1.392
C -1.309 0.323 -2.297
S 0.423 0.341 -2.440
N -1.916 -0.508 -3.240
C -3.264 -0.893 -3.290
C -4.301 0.033 -3.188
C -5.620 -0.392 -3.221
C -5.929 -1.734 -3.391
C -4.898 -2.652 -3.541
C -3.579 -2.238 -3.484
H -2.446 3.170 -0.520
H -2.940 0.769 -1.417
H -1.257 -1.098 -3.721
H -4.070 1.087 -3.104
H -6.414 0.337 -3.130
H -6.960 -2.059 -3.423
H -5.122 -3.700 -3.693
H -2.773 -2.957 -3.580
C 3.417 -3.919 0.226
O 4.584 -3.110 0.356
C 5.155 -2.759 -0.835
C 6.296 -3.412 -1.273
C 6.907 -3.031 -2.459
C 6.379 -1.994 -3.214
C 5.248 -1.325 -2.770
C 4.641 -1.696 -1.579
N 3.473 -1.016 -1.138
C 3.267 -0.371 0.008
C 4.102 0.009 1.040
C 5.529 -0.118 1.056
C 6.258 0.366 2.088
C 5.595 1.003 3.180
C 4.250 1.146 3.223
C 3.410 0.644 2.159
O 2.161 0.732 2.194
H 3.003 -4.032 1.224
H 3.675 -4.897 -0.189
H 2.673 -3.438 -0.415
H 6.691 -4.218 -0.668
H 7.797 -3.548 -2.794
H 6.851 -1.697 -4.140
H 4.832 -0.500 -3.334
H 2.667 -1.031 -1.757
H 2.228 -0.084 0.083
H 6.033 -0.586 0.222
H 7.336 0.280 2.091
H 6.194 1.382 4.000
H 3.754 1.624 4.058
```

Results
Lowest unoccupied orbital energy, Ha: -0.0034
Total charge: 0
Energy relative to the best compared isomer or geometry (same formula, charge and spin), kcal per mole: 7.7
Orbital gap, eV: 7.198
M, g mol⁻¹: 882.63

These are the Mulliken partial charges, in e, on atoms 1 to 8:
1 Cs 1.200
2 C -1.171
3 Se 0.250
4 C -0.176
5 C -0.907
6 Se 0.036
7 C -0.409
8 H 0.294

(3)
A molecular structure, C41H43N9S3SeV. Source: the OMol25 dataset; level of theory: the ωB97M-V functional and the def2-TZVPD basis.

```
98
C41H43N9S3SeV the ωB97M-V functional and the def2-TZVPD basis
V -0.080 0.178 0.437
C -5.590 0.520 -3.276
C -4.599 0.699 -2.161
C -4.105 1.950 -1.813
C -3.175 2.099 -0.799
C -2.721 1.008 -0.058
N -1.723 1.093 0.941
C -1.839 1.978 2.004
C -2.748 3.049 2.063
C -2.746 3.971 3.092
C -1.833 3.900 4.139
C -1.790 4.931 5.233
C -0.990 2.803 4.151
C -1.025 1.839 3.148
N -0.280 0.646 3.407
C -0.019 0.109 4.615
C 0.696 -1.053 4.418
C 0.815 -1.167 3.035
N 0.219 -0.137 2.435
C -3.188 -0.250 -0.445
C -4.102 -0.401 -1.476
N -2.685 -1.422 0.182
C -3.363 -2.556 0.448
C -2.475 -3.463 0.972
C -1.252 -2.785 0.990
N -1.382 -1.555 0.516
H -5.727 1.446 -3.833
H -5.257 -0.249 -3.975
H -6.564 0.215 -2.889
H -4.430 2.824 -2.366
H -2.762 3.078 -0.601
H -3.486 3.158 1.286
H -3.467 4.780 3.066
H -2.369 5.812 4.963
H -2.202 4.537 6.164
H -0.768 5.253 5.437
H -0.287 2.684 4.967
H -0.389 0.561 5.517
H 1.053 -1.733 5.171
H 1.300 -1.919 2.431
H -4.397 -1.399 -1.778
H -4.421 -2.619 0.261
H -2.678 -4.468 1.296
H -0.286 -3.141 1.300
C 4.576 -1.050 2.796
N 3.815 0.187 2.833
C 3.763 1.080 3.887
C 2.921 2.065 3.541
N 2.445 1.768 2.263
C 2.999 0.586 1.831
S 2.731 -0.242 0.401
C 1.722 2.682 1.460
C 1.950 4.042 1.644
C 1.266 4.939 0.850
C 0.412 4.451 -0.128
C 0.259 3.088 -0.246
N 0.877 2.200 0.555
H 5.265 -1.054 3.637
H 5.128 -1.110 1.862
H 3.904 -1.907 2.856
H 4.319 0.924 4.794
H 2.589 2.926 4.092
H 2.676 4.381 2.367
H 1.421 6.002 0.975
H -0.120 5.109 -0.800
H -0.374 2.651 -1.007
C 1.760 -0.758 -7.847
C 1.351 -0.554 -6.414
C 2.293 -0.391 -5.411
C 1.932 -0.204 -4.079
C 2.988 -0.044 -3.029
C 0.575 -0.176 -3.762
Se -0.016 0.085 -1.964
C -0.408 -0.337 -4.747
C -1.875 -0.324 -4.427
C 0.008 -0.526 -6.059
H 2.844 -0.739 -7.956
H 1.345 0.021 -8.490
H 1.401 -1.717 -8.226
H 3.348 -0.410 -5.663
H 3.983 -0.072 -3.472
H 2.921 -0.844 -2.289
H 2.872 0.899 -2.489
H -2.151 0.561 -3.853
H -2.147 -1.187 -3.814
H -2.463 -0.350 -5.345
H -0.748 -0.650 -6.828
S 1.746 -3.457 -0.647
C 1.993 -4.963 -0.037
N 2.379 -6.053 -0.715
C 2.277 -7.341 -0.047
C 2.434 -7.042 1.442
S 1.749 -5.372 1.654
H 2.453 -5.977 -1.718
H 3.061 -8.009 -0.398
H 1.307 -7.802 -0.251
H 3.479 -7.044 1.745
H 1.880 -7.748 2.055
```

Results
Multiplicity: 3
Lowest unoccupied orbital energy (alpha / beta), Ha: -0.1007 / -0.0800
Total charge: +1
Energy relative to the best compared isomer or geometry (same formula, charge and spin), kcal per mole: 18.3
Orbital gap (alpha / beta), eV: 6.050 / 6.908
M, g mol⁻¹: 887.96

These are the Mulliken partial charges, in e, on atoms 1 to 8:
1 V -0.713
2 C -1.730
3 C 0.397
4 C -1.420
5 C -0.232
6 C 0.575
7 N 0.804
8 C 0.990